{"formula": "C21H64N14O9", "method": "the ωB97M-V functional and the def2-TZVPD basis", "species": ["C", "O", "C", "C", "C", "N", "H", "H", "H", "H", "H", "H", "H", "H", "H", "H", "H", "C", "O", "C", "C", "C", "N", "H", "H", "H", "H", "H", "H", "H", "H", "H", "H", "H", "C", "O", "C", "C", "C", "N", "H", "H", "H", "H", "H", "H", "H", "H", "H", "H", "H", "C", "O", "C", "C", "C", "N", "H", "H", "H", "H", "H", "H", "H", "H", "H", "H", "H", "N", "C", "N", "O", "H", "H", "H", "H", "N", "C", "N", "O", "H", "H", "H", "H", "N", "C", "N", "O", "H", "H", "H", "H", "N", "C", "N", "O", "H", "H", "H", "H", "N", "C", "N", "O", "H", "H", "H", "H"], "xyz": [[2.07, -3.24, -2.63], [0.92, -3.59, -1.91], [0.15, -4.56, -2.56], [-0.94, -5.17, -1.66], [-2.13, -5.80, -2.36], [-1.35, -4.22, -0.62], [1.89, -2.80, -3.62], [2.75, -4.09, -2.80], [2.64, -2.55, -2.03], [-0.25, -4.22, -3.53], [0.78, -5.42, -2.82], [-0.41, -5.96, -1.11], [-2.75, -6.32, -1.64], [-1.87, -6.41, -3.22], [-2.74, -5.00, -2.81], [-0.58, -3.63, -0.31], [-1.60, -4.73, 0.22], [1.26, 0.81, 3.69], [1.34, -0.53, 3.19], [2.64, -1.09, 3.35], [3.52, -0.59, 2.22], [3.11, -0.91, 0.79], [4.92, -1.05, 2.37], [1.67, 0.83, 4.70], [0.20, 1.08, 3.70], [1.79, 1.50, 3.03], [3.09, -0.89, 4.32], [2.53, -2.17, 3.31], [3.59, 0.49, 2.43], [2.13, -0.49, 0.57], [3.08, -2.00, 0.71], [3.86, -0.59, 0.07], [5.54, -0.75, 1.64], [5.31, -0.70, 3.24], [-4.27, 0.43, -3.27], [-2.86, 0.44, -3.35], [-2.40, -0.35, -4.42], [-0.88, -0.23, -4.31], [-0.09, -0.90, -5.43], [-0.46, -0.80, -3.03], [-4.61, -0.52, -2.85], [-4.78, 0.68, -4.21], [-4.63, 1.19, -2.57], [-2.80, -1.37, -4.48], [-2.73, 0.08, -5.38], [-0.66, 0.83, -4.39], [0.98, -0.71, -5.32], [-0.48, -0.69, -6.42], [-0.09, -2.00, -5.34], [-1.12, -0.48, -2.32], [-0.57, -1.81, -3.02], [-0.62, 4.80, 0.33], [0.70, 4.32, 0.35], [1.46, 4.72, 1.53], [2.60, 3.74, 1.72], [3.27, 3.90, 3.08], [3.62, 3.92, 0.67], [-0.97, 4.70, -0.70], [-0.63, 5.90, 0.40], [-1.32, 4.34, 1.02], [1.76, 5.74, 1.29], [0.68, 4.72, 2.30], [2.17, 2.74, 1.60], [2.49, 3.94, 3.84], [3.81, 4.85, 3.10], [3.98, 3.09, 3.25], [4.21, 3.09, 0.69], [3.16, 3.83, -0.24], [-0.36, 0.50, 0.80], [-1.44, 0.16, 0.05], [-1.82, -1.14, 0.10], [-2.00, 0.95, -0.73], [-0.15, -0.14, 1.55], [0.00, 1.44, 0.80], [-1.87, -1.60, 1.01], [-2.32, -1.58, -0.64], [0.34, -3.10, 2.37], [-0.83, -2.97, 3.05], [-1.06, -3.94, 3.98], [-1.65, -2.10, 2.74], [1.07, -3.68, 2.75], [0.57, -2.38, 1.70], [-1.92, -3.97, 4.48], [-0.42, -4.70, 4.11], [-2.91, 3.64, -3.21], [-3.61, 4.09, -2.12], [-3.65, 3.20, -1.09], [-4.20, 5.17, -2.09], [-2.48, 2.74, -3.34], [-2.69, 4.38, -3.85], [-4.03, 3.50, -0.22], [-3.03, 2.40, -1.16], [0.95, 2.26, -1.49], [2.13, 1.81, -2.01], [2.05, 0.51, -2.44], [3.15, 2.50, -2.06], [0.90, 3.16, -1.00], [0.11, 1.72, -1.60], [1.14, 0.09, -2.68], [2.88, 0.14, -2.86], [-2.50, 1.55, 6.08], [-2.38, 0.81, 4.92], [-1.61, -0.32, 5.08], [-2.98, 1.06, 3.89], [-3.12, 2.33, 6.04], [-1.83, 1.51, 6.82], [-1.16, -0.48, 5.96], [-1.37, -0.87, 4.26]], "lowdin_charge": [-0.12, -0.20, -0.21, -0.43, -0.06, 0.04, 0.08, 0.09, 0.08, 0.12, 0.13, 0.13, 0.08, 0.08, 0.08, 0.04, 0.07, -0.07, -0.23, -0.20, -0.43, -0.04, 0.03, 0.10, 0.08, 0.05, 0.13, 0.10, 0.12, 0.06, 0.08, 0.08, 0.07, 0.07, -0.10, -0.23, -0.21, -0.40, -0.06, 0.06, 0.09, 0.09, 0.08, 0.13, 0.13, 0.14, 0.07, 0.08, 0.07, 0.04, 0.07, -0.10, -0.27, -0.14, -0.46, -0.07, 0.06, 0.08, 0.10, 0.09, 0.14, 0.12, 0.11, 0.07, 0.08, 0.07, 0.07, 0.04, 0.21, -0.62, 0.17, -0.03, 0.06, 0.09, 0.06, 0.09, 0.18, -0.63, 0.18, -0.01, 0.10, 0.09, 0.11, 0.10, 0.16, -0.70, 0.16, 0.00, 0.07, 0.10, 0.11, 0.04, 0.18, -0.66, 0.15, -0.01, 0.07, 0.06, 0.03, 0.09, 0.14, -0.68, 0.15, 0.03, 0.10, 0.08, 0.09, 0.05], "largest_force_ev_per_a": 2.5, "smiles": "COC[C@H](C)N.COC[C@H](C)N.COC[C@H](C)N.COC[C@H](C)N.NC(N)=O.NC(N)=O.NC(N)=O.NC(N)=O.NC(N)=O", "lumo_energy_ev": 0.04}